1.
8
Properties=species:S:1:pos:R:3 method="wB97M-V/def2-TZVPD" smiles="O=C1C=NC(=O)O1" e_tot_ha=-395.35231 orbital_gap_ev=9.3416 relative_energy_kcal_mol=15.8 homo_ev=-11.582
O -0.0586 2.2120 0.6411
C 0.1421 1.1046 0.2685
C 0.2444 -0.1992 0.9088
N -0.0358 -1.3019 0.2381
C -0.0930 -0.7499 -1.0712
O -0.4040 -1.5365 -2.0040
O 0.0242 0.6547 -1.0844
H 0.1807 -0.1839 2.1031

***

2.
17
Properties=species:S:1:pos:R:3 method="wB97M-V/def2-TZVPD" smiles=C1CC1PN1CC1 e_tot_ha=-592.48609 orbital_gap_ev=9.5833 relative_energy_kcal_mol=58.6 homo_ev=-8.393
C 1.9923 -0.7214 -0.4272
C 2.6073 0.5677 0.0817
C 1.1621 0.1824 0.4069
P -0.2070 1.0928 -0.3211
N -1.5172 0.2915 0.4604
C -2.8435 0.3506 -0.0279
C -2.1036 -0.8679 -0.2344
H 1.5964 -0.8120 -1.5094
H 2.5398 -1.7010 0.0260
H 3.2230 0.1916 0.9841
H 2.6419 1.4374 -0.5433
H 0.9946 -0.1021 1.5221
H 0.0853 2.2118 0.5605
H -3.1837 0.8339 -0.9888
H -3.5287 0.4801 0.8185
H -2.3016 -1.7741 0.3894
H -1.7941 -0.8330 -1.3122

***

3.
136
Properties=species:S:1:pos:R:3 method="wB97M-V/def2-TZVPD" total_charge=+1 e_tot_ha=-3767.29671 orbital_gap_ev=8.3218 homo_ev=-11.313
C 3.0027 2.7256 3.1685
C 3.6136 3.0855 1.7805
C 2.5485 3.1894 0.6740
C 2.4800 4.6061 0.0882
C 2.0315 5.6198 1.1786
C 0.8445 6.5158 0.7516
C -0.2916 6.5057 1.7995
C -1.6808 6.8052 1.1950
C -2.7637 5.7840 1.5352
C -3.0354 5.9473 3.0507
N -3.4684 4.6552 3.6796
C -4.3689 3.9752 2.7118
C -3.4631 3.4217 1.6032
C -2.8480 2.0697 2.0626
C -2.8496 1.0091 0.9266
O -1.5042 0.5644 0.6562
C -1.1958 -0.6775 1.1271
O -0.4488 -1.4302 0.4934
N -2.4134 4.3878 1.2814
C -1.7799 4.1238 0.0038
C -2.6650 4.3184 -1.2604
F -3.9351 4.7904 -0.9662
H 1.9854 2.3458 3.0542
H 3.5792 1.9081 3.6058
H 3.0171 3.5770 3.8473
H 4.3931 2.3726 1.5249
H 4.1308 4.0366 1.9207
H 1.5518 2.9505 1.0628
H 2.7505 2.4619 -0.1162
H 1.8121 4.6660 -0.7737
H 3.4894 4.8749 -0.2292
H 2.8910 6.2342 1.4437
H 1.7190 5.0664 2.0665
H 0.4685 6.2598 -0.2416
H 1.2059 7.5442 0.6771
H -0.0580 7.3322 2.4764
H -0.2773 5.5925 2.3968
H -2.0280 7.7833 1.5389
H -1.6112 6.9055 0.1086
H -3.6976 6.0774 1.0392
H -2.1608 6.2967 3.5990
H -3.8234 6.6825 3.2129
H -3.9841 4.8642 4.5331
H -2.6737 4.0525 3.8947
H -5.0580 4.7072 2.2896
H -4.9670 3.1828 3.1527
H -4.1407 3.1719 0.7777
H -1.8337 2.1947 2.4448
H -3.4702 1.6547 2.8618
H -3.1983 1.4768 0.0067
H -3.4994 0.1864 1.2251
H -1.5893 -1.0130 2.0933
H -1.4667 3.0762 0.0153
H -0.8539 4.6796 -0.1280
H -2.1461 4.9597 -1.9762
H -2.7846 3.3607 -1.7748
C 7.4851 0.0194 0.9564
C 7.4890 -0.3041 -0.5205
O 6.5861 0.6747 -1.0488
C 6.5541 1.7206 -0.1946
O 6.0327 2.7641 -0.4209
O 7.1958 1.4213 0.9614
H 8.4379 -0.1783 1.4404
H 6.6948 -0.5047 1.4974
H 8.4690 -0.1617 -0.9784
H 7.1378 -1.3082 -0.7389
C -1.4956 -3.4000 -1.9391
C -2.3210 -2.1415 -2.0026
O -2.7943 -2.1417 -3.3512
C -2.7776 -3.4262 -3.7980
O -3.2608 -3.7926 -4.8147
O -2.1295 -4.2324 -2.9138
H -1.5164 -3.8641 -0.9568
H -0.4576 -3.2335 -2.2331
H -3.1806 -2.1738 -1.3278
H -1.7414 -1.2459 -1.7956
C 2.3354 -4.2358 -3.8086
C 2.3976 -4.1362 -2.2995
O 3.8016 -4.0505 -2.0540
C 4.3927 -3.5684 -3.1771
O 5.5256 -3.2220 -3.2427
O 3.5159 -3.5349 -4.2068
H 1.4487 -3.7711 -4.2333
H 2.3998 -5.2655 -4.1636
H 1.9181 -3.2331 -1.9146
H 1.9722 -5.0040 -1.8010
C -7.0838 -1.0339 2.6861
C -6.6920 -1.7967 3.9317
O -5.3867 -2.2965 3.5858
C -4.8745 -1.4958 2.6389
O -3.7360 -1.5422 2.2629
O -5.7883 -0.6346 2.1686
H -7.7017 -0.1676 2.8901
H -7.5713 -1.6522 1.9522
H -6.5973 -1.1591 4.8123
H -7.3704 -2.6131 4.1611
C -2.6408 -4.1082 6.6913
C -3.8518 -3.8186 5.8334
O -4.8626 -3.5364 6.8040
C -4.2451 -3.1247 7.9426
O -4.8024 -2.6516 8.8751
O -2.9061 -3.3231 7.8588
H -1.7058 -3.8044 6.2277
H -2.5694 -5.1587 6.9780
H -3.7190 -2.9419 5.2023
H -4.1391 -4.6623 5.2109
C 8.2526 -5.2465 -4.5639
C 9.1623 -4.1104 -4.9598
O 10.2880 -4.3059 -4.0917
C 10.3156 -5.6113 -3.7259
O 11.2140 -6.1290 -3.1467
O 9.1801 -6.2420 -4.1087
H 7.6597 -5.6195 -5.3934
H 7.5873 -4.9817 -3.7403
H 9.4951 -4.1837 -5.9943
H 8.7129 -3.1345 -4.8016
C 8.2269 -1.9770 -10.0316
C 9.3393 -1.7369 -9.0343
O 8.7675 -2.2289 -7.8178
C 7.8030 -3.1248 -8.1393
O 7.2573 -3.8336 -7.3577
O 7.5487 -3.1033 -9.4670
H 8.5900 -2.2078 -11.0294
H 7.5291 -1.1400 -10.0907
H 10.2369 -2.3148 -9.2603
H 9.6075 -0.6884 -8.9366
C -11.0426 -4.2989 0.8047
C -12.1511 -3.6005 1.5611
O -11.4429 -2.5462 2.2294
C -10.3172 -2.2974 1.5361
O -9.5927 -1.3672 1.7332
O -10.1059 -3.2326 0.5902
H -11.3682 -4.7211 -0.1416
H -10.5578 -5.0781 1.3944
H -12.8969 -3.1572 0.9003
H -12.6510 -4.2443 2.2791

***

4.
23
Properties=species:S:1:pos:R:3 method="wB97M-V/def2-TZVPD" e_tot_ha=-841.29621 orbital_gap_ev="6.8094 / 6.8064" relative_energy_kcal_mol=92.0 homo_ev="-7.874 / -7.873"
C -0.0607 -0.0361 -1.7377
C 0.3381 -1.2616 -1.2336
C 0.8622 0.7887 -2.3611
C 1.6589 -1.6622 -1.3531
C 2.1811 0.3850 -2.4858
C 2.5800 -0.8423 -1.9841
C -0.8349 2.1721 0.7232
C -1.7674 1.2873 1.0106
C -1.9209 -0.9709 3.8271
O 0.1323 -0.4509 1.9271
O -2.3383 -0.5791 2.7104
P -1.2183 -0.4375 1.3512
H -1.0929 0.2743 -1.6552
H -0.3841 -1.9082 -0.7518
H 0.5524 1.7481 -2.7513
H 1.9687 -2.6168 -0.9542
H 2.8994 1.0282 -2.9734
H -1.0549 3.1946 0.4572
H 0.2048 1.8850 0.7539
H -2.8281 1.4731 0.9692
H -2.6282 -1.3696 4.5432
H -0.8559 -0.9444 4.0484
H 3.6067 -1.1571 -2.0803

***

5.
15
Properties=species:S:1:pos:R:3 method="wB97M-V/def2-TZVPD" e_tot_ha=-324.69768 orbital_gap_ev=7.7314 relative_energy_kcal_mol=172.5 homo_ev=-6.842
C 0.6721 0.0082 -0.2443
C 1.5479 -0.9942 0.4866
C -1.3772 0.5104 0.6978
H 0.8529 1.9148 -1.0314
H 2.1305 1.2921 0.0852
H 0.9005 -1.7229 0.7909
H 2.0109 -0.4629 1.2955
H 2.3927 -1.4121 -0.1528
H -2.3213 -0.3728 -0.6437
H -0.7552 0.1579 1.4593
H -0.7248 1.3398 0.2118
H -2.2651 1.0673 1.0956
N 1.0454 1.2622 -0.0822
O -0.2472 -0.3738 -0.9466
O -1.5772 -0.5991 -0.0753

***

6.
91
Properties=species:S:1:pos:R:3 method="wB97M-V/def2-TZVPD" smiles="N#C[C@H](CCCCl)[C@@](C#N)(CCCCC(F)(F)C(F)(F)S(F)(F)(F)(F)F)CON=O.O=S1(=O)OCCO1.O=S1(=O)OCCO1.O=S1(=O)OCCO1.O=S1(=O)OCCO1" e_tot_ha=-5726.15083 orbital_gap_ev=8.7896 homo_ev=-10.517
N -4.6739 2.9926 -0.3636
C -3.5559 2.5622 -0.4029
C -2.1579 1.7701 -0.3252
C -1.9561 0.7512 -1.5614
C -0.5058 1.0516 -2.2397
C -0.0993 -0.1183 -3.2650
Cl -0.6824 0.4066 -4.9546
C -1.9465 1.0552 1.1313
C -0.6239 0.1396 0.9803
N 0.3391 -0.5640 1.1514
C -1.6461 2.2131 2.2033
C -1.9289 1.8176 3.7336
C -0.6901 1.0109 4.4358
C 0.1785 1.9144 5.4333
C 1.7880 1.7133 5.2761
F 2.0493 1.6772 3.8805
F 2.3466 2.9342 5.8237
C 2.2484 0.4305 6.1075
F 1.3298 -0.6634 6.0695
F 2.2727 0.8396 7.4907
S 3.9462 -0.2603 5.7211
F 4.5718 1.1891 5.1939
F 4.4608 0.1046 7.2957
F 3.4328 -1.7706 6.3112
F 3.5276 -0.7849 4.1959
F 5.4724 -0.9468 5.4758
C -3.2820 0.2027 1.4016
O -2.9150 -1.0968 1.9838
N -3.5744 -2.0252 1.2193
O -3.9303 -2.9314 1.9098
H -1.3352 2.5748 -0.4338
H -2.7497 0.9612 -2.3724
H -2.0707 -0.3553 -1.2849
H -0.5528 2.0985 -2.7035
H 0.3250 1.0894 -1.4352
H 1.0263 -0.3166 -3.2733
H -0.7279 -1.0393 -2.9983
H -2.2225 3.1936 1.9864
H -0.5219 2.4820 2.1335
H -2.0435 2.7880 4.3576
H -2.9122 1.2389 3.9020
H -0.1015 0.4338 3.6469
H -1.2097 0.2059 5.0911
H -0.0002 3.0204 5.1307
H -0.1603 1.8409 6.5281
H -3.8722 -0.0159 0.4293
H -4.0026 0.7215 2.1249
O 9.8722 1.2644 9.9319
S 9.9165 0.0616 9.1536
O 11.0793 -0.7701 9.0746
O 9.4281 0.4156 7.6466
C 8.2915 -0.3821 7.3124
C 7.5952 -0.6657 8.6344
O 8.6512 -0.8649 9.5743
H 8.6489 -1.3065 6.8497
H 7.6466 0.1472 6.6101
H 6.9523 -1.5448 8.5844
H 7.0077 0.1967 8.9629
O 3.3361 -1.5151 -8.3310
S 2.1843 -0.7299 -7.9956
O 1.6516 -0.6593 -6.6679
O 0.9864 -1.1273 -9.0147
C 0.5562 0.0368 -9.7249
C 1.7773 0.9400 -9.7945
O 2.4258 0.7840 -8.5318
H -0.2489 0.5057 -9.1537
H 0.1899 -0.2343 -10.7100
H 1.5133 1.9840 -9.9657
H 2.4700 0.6080 -10.5737
O -0.0689 0.4394 -12.6318
S -1.2198 1.2245 -12.2917
O -1.7506 1.2940 -10.9640
O -2.4191 0.8287 -13.3090
C -2.8496 1.9922 -14.0171
C -1.6271 2.8946 -14.0883
O -0.9771 2.7370 -12.8267
H -3.6543 2.4615 -13.4441
H -3.2202 1.7208 -15.0063
H -1.8899 3.9388 -14.2584
H -0.9360 2.5623 -14.8685
O -6.6821 -3.1094 6.4606
S -7.2326 -4.3676 6.0502
O -8.3721 -4.9602 6.6825
O -6.0312 -5.4588 6.0170
C -5.9203 -6.0084 4.7038
C -6.4122 -4.9154 3.7672
O -7.5072 -4.3059 4.4511
H -6.5612 -6.8930 4.6494
H -4.8886 -6.2955 4.4967
H -6.7319 -5.3076 2.8016
H -5.6435 -4.1525 3.6129

***

7.
15
Properties=species:S:1:pos:R:3 method="wB97M-V/def2-TZVPD" e_tot_ha=-345.64849 orbital_gap_ev=9.4700 relative_energy_kcal_mol=98.2 homo_ev=-9.078
O -0.7903 -2.0777 2.4098
C -1.5074 -1.2562 1.6799
C 0.6231 0.2517 0.2905
C 0.3604 -0.2883 -1.1407
C 0.2129 1.1588 -1.6818
C 0.5117 1.6661 -0.2685
O 0.5849 2.7561 0.2286
H -0.7589 -1.7208 3.3119
H -0.1802 0.0933 1.0238
H -1.4699 -1.7365 0.6726
H 1.5787 -0.0129 0.7537
H 1.2037 -0.8376 -1.5669
H -0.5389 -0.9010 -1.2457
H -0.7832 1.4341 -2.0430
H 0.9535 1.4710 -2.4243

***

8.
29
Properties=species:S:1:pos:R:3 method="wB97M-V/def2-TZVPD" smiles="NP(N)(=O)N(N=P(N)(N)[O-])C(=[NH2+])NC=[NH2+]" total_charge=+1 e_tot_ha=-1410.46440 orbital_gap_ev="7.4276 / 7.4296" relative_energy_kcal_mol=52.7 homo_ev="-10.944 / -10.945"
N 1.5127 0.6263 -2.7818
P 0.6006 1.6878 -1.8441
N 1.3714 2.7122 -0.8443
O -0.5120 2.3554 -2.5807
N -0.2845 0.4811 -0.6987
N 0.1698 0.2200 0.4737
P 1.8303 0.1169 0.7564
N 2.0258 -1.5894 1.0810
N 1.9408 0.6105 2.3048
O 2.7185 0.5896 -0.3283
C -1.4263 -0.0335 -1.0813
N -2.0345 0.1961 -2.2486
N -2.1829 -0.9589 -0.2572
C -2.1547 -1.2334 0.9978
N -3.0494 -2.0190 1.5493
H 2.3736 0.1817 -2.3856
H 1.0994 0.1005 -3.6151
H 2.4257 2.7378 -0.5552
H 1.0530 3.6833 -1.1129
H 2.1351 -2.0767 0.2134
H 1.1295 -1.7105 1.5010
H 1.5248 1.4232 2.4377
H 2.6394 0.3035 2.9596
H -1.5889 1.0536 -2.6952
H -3.0743 0.2152 -2.3241
H -2.8892 -1.3316 -0.9818
H -1.4240 -0.5628 1.4670
H -3.2350 -2.1079 2.4692
H -3.6361 -2.6188 0.9211

***

9.
37
Properties=species:S:1:pos:R:3 method="wB97M-V/def2-TZVPD" total_charge=-1 e_tot_ha=-2176.76175 orbital_gap_ev=7.0756 homo_ev=-4.715
C -0.2915 -1.2990 3.0996
C -1.7067 -1.6339 3.5198
Cl -2.3721 -2.7969 2.3044
C -2.6648 -0.4620 3.7805
Cl -1.7471 1.0975 3.9738
Al -4.2634 -0.0397 2.5407
S -6.1499 -0.8814 3.6015
H 0.2128 -0.7433 3.8853
H 0.2535 -2.2220 2.9194
H -0.2772 -0.7021 2.1909
H -1.6446 -2.2382 4.4214
H -3.0689 -0.6323 4.7744
H -4.4423 1.5581 2.4044
H -4.1992 -0.6760 1.0668
H -5.6026 -1.3490 4.7216
N -0.7041 -1.8407 -1.8704
C -1.3598 -1.2152 -0.8935
C -1.5374 0.1627 -0.8512
C -1.0047 0.9314 -1.8709
C -0.3196 0.2922 -2.8944
C -0.2013 -1.0880 -2.8456
H -1.7668 -1.8256 -0.0977
H -2.0909 0.6095 -0.0355
H -1.1224 2.0078 -1.8711
H 0.1172 0.8496 -3.7132
H 0.3263 -1.6218 -3.6310
N 3.9133 2.8611 -2.0206
C 5.0989 2.6652 -2.5904
C 5.5098 1.4477 -3.1114
C 4.6397 0.3716 -3.0356
C 3.4020 0.5592 -2.4442
C 3.0880 1.8191 -1.9540
H 5.7530 3.5300 -2.6305
H 6.4870 1.3491 -3.5645
H 4.9213 -0.5963 -3.4301
H 2.6877 -0.2490 -2.3623
H 2.1267 2.0005 -1.4862

***

10.
81
Properties=species:S:1:pos:R:3 method="wB97M-V/def2-TZVPD" total_charge=-1 e_tot_ha=-3179.09312 orbital_gap_ev=7.1827 homo_ev=-5.366
C 2.9564 4.3202 2.9200
C 2.2482 3.5122 1.6996
C 0.8888 2.8886 2.3173
C 0.6549 1.3448 1.8624
Al 1.9073 0.1546 2.9465
F 3.3147 1.2118 3.5432
C 2.7031 -1.3054 1.7639
C 1.6734 -2.5282 1.4631
C 2.4799 -3.7995 0.8762
F 3.3489 -3.3245 -0.2161
C 0.9379 -0.5563 4.6118
C 1.9523 -0.5483 5.8253
O 2.5770 -1.5199 6.2649
F 2.1531 0.7094 6.4783
H 2.4312 5.3062 3.1380
H 2.8909 3.6836 3.8608
H 4.0561 4.5645 2.6800
H 2.9559 2.6737 1.3517
H 2.0559 4.2286 0.8372
H 0.9176 2.9577 3.4542
H 0.0449 3.5779 1.9639
H -0.4491 1.1049 2.1085
H 0.8123 1.2264 0.7272
H 2.8916 -0.8285 0.7305
H 3.7110 -1.7090 2.1513
H 0.9458 -2.2186 0.6289
H 1.0910 -2.7949 2.4147
H 1.7792 -4.5970 0.4421
H 3.1690 -4.2807 1.6389
H 0.1398 0.2320 4.8743
H 0.4939 -1.5779 4.3984
C 1.5297 -3.7297 -2.7391
C 1.1110 -5.1443 -2.9825
O 0.0583 -5.0126 -3.9193
C 0.3395 -3.8790 -4.6239
O -0.1733 -3.5948 -5.6658
O 1.2776 -3.1183 -4.0005
F 0.6152 -5.7076 -1.8537
H 0.9281 -3.2362 -1.9709
H 2.5814 -3.6487 -2.4645
H 1.8964 -5.7811 -3.3991
C -2.9820 -5.4069 -4.3091
C -4.0008 -6.4957 -4.4225
O -5.1278 -5.9514 -3.7649
C -5.0311 -4.6023 -3.9336
O -5.9314 -3.8374 -3.7518
O -3.7867 -4.2341 -4.3420
F -3.6050 -7.6063 -3.7538
H -2.4302 -5.4423 -3.3665
H -2.2681 -5.4163 -5.1333
H -4.2666 -6.7585 -5.4505
C 6.6358 2.2237 2.6839
C 6.7167 1.5438 1.3542
O 6.6328 2.6178 0.4372
C 7.1670 3.6913 1.0833
O 7.5108 4.6996 0.5397
O 7.2692 3.4729 2.4230
F 5.6581 0.7296 1.1650
H 5.6044 2.3974 3.0061
H 7.1595 1.6732 3.4664
H 7.6454 0.9898 1.1861
C -8.2411 -0.2976 -3.2042
C -6.8558 -0.6276 -2.7471
O -6.4877 0.5074 -1.9874
C -7.6529 1.0013 -1.4836
O -7.7172 1.7867 -0.5864
O -8.7389 0.4825 -2.1249
F -6.0103 -0.7346 -3.7976
H -8.2514 0.3005 -4.1196
H -8.8512 -1.1880 -3.3601
H -6.7894 -1.5244 -2.1250
C -2.9169 6.1066 1.1587
C -2.7247 6.9541 -0.0598
O -1.3479 6.8098 -0.3387
C -1.0090 5.5725 0.1275
O -0.0077 4.9964 -0.1653
O -1.9622 5.0734 0.9639
F -2.9770 8.2600 0.2085
H -2.6886 6.6424 2.0843
H -3.9265 5.6997 1.2286
H -3.3105 6.6350 -0.9267

***

11.
41
Properties=species:S:1:pos:R:3 method="wB97M-V/def2-TZVPD" smiles="O=C1OC[C@@](F)(CCF)[C@@]1(COO)C[SH](=O)=O.O=C1CCCO1" e_tot_ha=-1667.79386 orbital_gap_ev=10.9907 relative_energy_kcal_mol=0.0 homo_ev=-10.397
O 1.1425 0.9903 1.6082
C 1.3167 -0.1714 1.3934
O 1.1958 -1.1251 2.3341
C 1.0325 -2.4093 1.7177
C 1.0540 -2.1912 0.1886
F 1.8403 -3.1828 -0.3893
C -0.3236 -2.3634 -0.4424
C -1.3892 -1.3409 -0.1191
F -1.6382 -1.3012 1.2559
C 1.7607 -0.8241 0.0807
C 3.3072 -1.0154 0.2661
O 3.8619 -0.1144 1.2068
O 3.8951 1.1782 0.5865
C 1.4468 0.1033 -1.0923
S 1.6698 -0.5658 -2.7269
O 0.4361 -1.1350 -3.1914
O 2.8979 -1.3075 -2.7879
H 1.8327 -3.0807 2.0290
H 0.0784 -2.8155 2.0440
H -0.6874 -3.3430 -0.1193
H -0.2049 -2.3977 -1.5266
H -1.1334 -0.3274 -0.4241
H -2.3204 -1.6217 -0.6115
H 3.8055 -0.9009 -0.6940
H 3.5415 -1.9970 0.6701
H 3.1738 1.6241 1.0614
H 2.0946 0.9804 -1.0456
H 0.4256 0.4814 -1.0527
H 1.8581 0.5889 -3.4108
O -1.3728 1.8178 -1.6879
C -2.0459 2.1181 -0.7411
C -3.5552 2.0976 -0.6073
C -3.7981 2.9202 0.6551
C -2.5058 2.6831 1.4318
O -1.4930 2.5080 0.4240
H -3.8616 1.0559 -0.4858
H -4.0181 2.4899 -1.5086
H -4.6832 2.6278 1.2154
H -3.8885 3.9764 0.3989
H -2.5420 1.7738 2.0350
H -2.2061 3.5161 2.0618